Record 1
This record from the Open Molecules 2025 dataset describes an isolated ion of composition C4H11N2O and charge +1. The level of theory is ωB97M-V/def2-TZVPD.

SMILES: C/[NH+]=C(\O)N(C)C
Highest occupied orbital energy (Eh): -0.51731
Energy relative to the best compared isomer or geometry (same formula, charge and spin) (kcal per mole): 45.12

```
! wB97M-V def2-TZVPD RIJCOSX def2/J DEFGRID3
* xyz 1 1
C 2.40473 0.95841 -0.35759
N 1.21352 0.40409 0.24054
C 0.22839 -0.01369 -0.51449
O 0.34678 -0.07267 -1.82521
N -0.95213 -0.39808 0.11264
C -1.04931 -0.26097 1.54268
C -2.09322 -0.88850 -0.76569
H 2.16398 1.97626 -0.62455
H 2.72155 0.26066 -1.10746
H 3.25315 1.12905 0.28033
H 1.17833 0.54719 1.25457
H 1.24404 0.10639 -2.15006
H -0.73930 -1.19166 2.16518
H -0.57133 0.82513 1.68646
H -2.07363 -0.09810 1.76486
H -1.81842 -1.25125 -1.71834
H -2.62886 -1.58242 -0.19301
H -2.75659 -0.03661 -0.95959
*
```

Charge distribution, Mulliken scheme, values in e:
1 C -1.138
2 N -0.185
3 C 0.837
4 O -0.427
5 N 0.084
6 C -1.031
7 C -0.972
8 H 0.410
9 H 0.398
10 H 0.317
11 H 0.247
12 H 0.295
13 H 0.229
14 H 0.432
15 H 0.412
16 H 0.349
17 H 0.385
18 H 0.359

Record 2
This record from the Open Molecules 2025 dataset describes C6H12N2 as an isolated structure. The level of theory is ωB97M-V/def2-TZVPD.

Highest occupied orbital energy (Eh): -0.32119
Energy relative to the best compared isomer or geometry (same formula, charge and spin) (kcal per mole): 149.92

```
! wB97M-V def2-TZVPD RIJCOSX def2/J DEFGRID3
* xyz 0 1
C 0.83829 -1.43805 -0.48306
C 0.74057 0.02537 0.12912
C 1.13380 0.13304 1.58812
C -0.57848 0.38050 0.72162
C -1.62534 0.39045 -0.34663
C -0.56394 0.78470 -1.46237
H 1.92142 -1.67828 -0.89836
H 1.02478 -2.17541 0.39644
H -0.28435 -1.68922 -1.12408
H 1.95766 -0.39666 1.91697
H 1.09179 1.19897 1.92532
H -0.47176 -1.51734 1.36343
H -0.36981 1.49221 0.92406
H -2.64106 0.94792 -0.42726
H -2.20363 -0.67632 -0.31741
H -0.78187 0.15075 -2.37175
H -0.97607 1.88035 -1.74994
H 1.10088 1.85530 -0.72686
N -0.23615 -0.49663 1.94584
N 0.92327 0.82836 -1.00321
*
```

Charge distribution, Mulliken scheme, values in e:
1 C -1.101
2 C 0.743
3 C -0.545
4 C -0.317
5 C -0.765
6 C -0.642
7 H 0.299
8 H 0.327
9 H 0.205
10 H 0.458
11 H 0.279
12 H 0.418
13 H 0.314
14 H 0.328
15 H 0.211
16 H 0.290
17 H 0.324
18 H 0.377
19 N -0.609
20 N -0.594